Formula: C5H13NO
Source: OMol25
Level of theory: the ωB97M-V functional and the def2-TZVPD basis

```
20
Properties=species:S:1:pos:R:3
C 1.34 0.08 1.97
C 0.01 0.36 1.29
C -0.12 -0.06 -0.19
C -1.04 -1.28 -0.41
O -0.27 -2.48 -0.66
N -0.54 1.01 -1.09
C 0.45 2.10 -1.17
H 1.89 1.02 2.13
H 1.22 -0.30 2.99
H 2.06 -0.54 1.44
H -0.79 -0.18 1.81
H -0.29 1.40 1.43
H 0.83 -0.38 -0.60
H -1.61 -1.18 -1.33
H -1.69 -1.47 0.45
H 0.09 -2.85 0.16
H -1.42 1.40 -0.77
H 0.01 2.84 -1.84
H 1.34 1.73 -1.65
H 0.62 2.55 -0.20
```

Output
Energy relative to the best compared isomer or geometry (same formula, charge and spin), eV: 1.523
E, Ha: -328.26289
Maximum force, eV/A: 1.58
HOMO-LUMO gap, eV: 9.8
Structure (SMILES): CC[C@@H](CO)NC

These are the Mulliken partial charges, in e, on atoms 1 to 4: -1.1576 -0.7276 0.5190 -0.8726

Formula: C5H13NO
Source: OMol25
Level of theory: the ωB97M-V functional and the def2-TZVPD basis

```
20
Properties=species:S:1:pos:R:3
C -2.97 1.63 -0.58
N -2.07 0.58 -1.00
C -0.71 0.65 -0.53
C -0.05 -0.73 -0.68
C 1.39 -0.87 -0.22
C 1.54 -0.63 1.27
O 2.89 -0.84 1.64
H -2.65 2.64 -0.89
H -3.96 1.53 -1.04
H -3.04 1.58 0.49
H -2.12 0.47 -2.01
H -0.65 0.97 0.50
H -0.13 1.35 -1.14
H -0.16 -0.97 -1.74
H -0.69 -1.49 -0.20
H 1.76 -1.85 -0.49
H 2.01 -0.08 -0.66
H 0.91 -1.32 1.85
H 1.10 0.33 1.51
H 3.25 -0.08 2.12
```

Output
Energy relative to the best compared isomer or geometry (same formula, charge and spin), eV: 1.316
E, Ha: -328.27049
Maximum force, eV/A: 1.32
HOMO-LUMO gap, eV: 9.6
Structure (SMILES): CNCCCCO

These are the Mulliken partial charges, in e, on atoms 1 to 4: -0.8770 -0.3240 -0.5600 -0.6218

Formula: C5H13NO
Source: OMol25
Level of theory: the ωB97M-V functional and the def2-TZVPD basis

```
20
Properties=species:S:1:pos:R:3
C -0.19 2.12 -1.51
C -0.56 1.04 -0.84
C -0.29 -0.33 -1.43
C 1.02 -0.89 -0.93
C 1.18 -0.83 0.58
N 0.32 -1.77 1.30
H -0.37 3.12 -1.14
H 0.50 2.17 -2.34
H -1.19 1.05 0.03
H -0.34 -0.33 -2.52
H -1.07 -0.96 -0.98
H 1.23 -1.96 -1.13
H 1.94 -0.49 -1.38
H 2.18 -0.89 1.02
H 0.98 0.20 0.92
H 0.79 -2.56 1.68
H -0.50 -2.07 0.77
O -1.26 0.89 2.05
H -0.85 0.04 1.95
H -1.96 0.86 2.70
```

Output
Energy relative to the best compared isomer or geometry (same formula, charge and spin), eV: 1.862
E, Ha: -328.25041
Maximum force, eV/A: 2.62
HOMO-LUMO gap, eV: 10.2
Structure (SMILES): C=CCCCN.O

These are the Mulliken partial charges, in e, on atoms 1 to 4: -0.9365 -0.2109 -0.3812 -0.7504

Formula: C5H13NO
Source: OMol25
Level of theory: the ωB97M-V functional and the def2-TZVPD basis

```
20
Properties=species:S:1:pos:R:3
N 1.67 -1.87 0.38
C 2.03 -0.58 0.84
C 1.06 0.40 0.09
C -0.27 0.44 0.79
C -1.55 -0.09 -0.03
C -2.03 1.00 -1.06
O -0.89 1.37 -1.86
H 0.74 -2.18 0.72
H 2.33 -2.61 0.63
H 3.03 -0.31 0.47
H 1.92 -0.43 1.97
H 1.03 -0.08 -0.88
H 1.44 1.42 0.01
H -0.51 1.38 1.26
H -0.28 -0.26 1.63
H -2.39 -0.33 0.64
H -1.12 -0.94 -0.60
H -2.25 1.99 -0.66
H -2.92 0.67 -1.57
H -1.03 1.00 -2.75
```

Output
Energy relative to the best compared isomer or geometry (same formula, charge and spin), eV: 1.689
E, Ha: -328.25677
Maximum force, eV/A: 2.83
HOMO-LUMO gap, eV: 10.1
Structure (SMILES): NCCCCCO

These are the Mulliken partial charges, in e, on atoms 1 to 4: -0.5410 -0.6772 -0.4252 -0.9744

Formula: C5H13NO
Source: OMol25
Level of theory: the ωB97M-V functional and the def2-TZVPD basis

```
20
Properties=species:S:1:pos:R:3
C 0.03 1.11 -2.02
C -1.19 0.38 -2.46
N -2.34 0.51 -1.64
O -1.39 -0.39 -3.35
H 0.86 0.90 -2.77
H 0.39 0.82 -0.98
H -0.16 2.29 -1.98
H -2.78 -0.46 -1.67
H -2.31 1.05 -0.82
C 1.88 -1.32 1.59
C 0.99 -0.11 1.26
C -0.36 -0.17 1.98
H 1.37 -2.23 1.23
H 2.88 -1.40 1.05
H 1.97 -1.26 2.67
H 0.85 -0.04 0.13
H 1.53 0.69 1.50
H -1.28 -0.30 1.27
H -0.60 0.80 2.21
H -0.34 -0.88 2.82
```

Output
Energy relative to the best compared isomer or geometry (same formula, charge and spin), eV: 1.806
E, Ha: -328.25248
Maximum force, eV/A: 5.39
HOMO-LUMO gap, eV: 10.8
Structure (SMILES): CC(N)=O.CCC

These are the Mulliken partial charges, in e, on atoms 1 to 4: -0.6969 0.7017 -0.4949 -0.5621

Formula: C5H13NO
Source: OMol25
Level of theory: the ωB97M-V functional and the def2-TZVPD basis

```
20
Properties=species:S:1:pos:R:3
C 2.25 -0.77 -1.26
C 1.71 -0.39 0.13
C 0.58 0.60 0.36
C -0.84 0.19 0.01
N -1.23 -0.91 0.92
C -1.88 1.32 0.12
O -3.17 0.76 0.19
H 2.11 -1.83 -1.50
H 1.74 -0.27 -2.12
H 3.30 -0.51 -1.51
H 1.18 -1.29 0.46
H 2.57 -0.07 0.69
H 0.53 0.83 1.44
H 0.76 1.60 -0.17
H -0.92 -0.31 -0.97
H -0.49 -1.15 1.57
H -1.57 -1.73 0.44
H -1.66 1.86 1.06
H -1.76 1.85 -0.84
H -3.21 0.20 0.97
```

Output
Energy relative to the best compared isomer or geometry (same formula, charge and spin), eV: 1.437
E, Ha: -328.26604
Maximum force, eV/A: 2.95
HOMO-LUMO gap, eV: 10.4
Structure (SMILES): CCC[C@@H](N)CO

These are the Mulliken partial charges, in e, on atoms 1 to 4: -1.2144 -0.2564 -0.9897 0.5615

Formula: C5H13NO
Source: OMol25
Level of theory: the ωB97M-V functional and the def2-TZVPD basis

```
20
Properties=species:S:1:pos:R:3
C 0.16 -0.25 2.43
C -0.84 0.15 1.32
C -1.11 -1.09 0.47
N -0.88 -1.02 -0.89
O -1.66 -2.06 0.95
H -0.23 -1.12 2.95
H 0.27 0.62 3.07
H 1.16 -0.35 2.02
H -1.78 0.51 1.72
H -0.39 0.96 0.74
H -1.12 -1.82 -1.44
H -0.30 -0.30 -1.31
C 2.02 1.67 -1.18
C 1.57 1.94 -2.63
H 3.07 1.92 -1.05
H 1.43 2.11 -0.37
H 1.93 0.59 -1.03
H 0.50 1.77 -2.73
H 1.99 1.19 -3.30
H 1.78 2.98 -2.84
```

Output
Energy relative to the best compared isomer or geometry (same formula, charge and spin), eV: 0.273
E, Ha: -328.30881
Maximum force, eV/A: 1.59
HOMO-LUMO gap, eV: 10.6
Structure (SMILES): CCC(N)=O.CC

These are the Mulliken partial charges, in e, on atoms 1 to 4: -1.1181 -0.0935 0.4097 -0.3411

Formula: C5H13NO
Source: OMol25
Level of theory: the ωB97M-V functional and the def2-TZVPD basis

```
20
Properties=species:S:1:pos:R:3
C 1.74 -0.03 -2.15
C 0.33 0.00 -1.55
N 0.06 -1.23 -0.75
C -0.58 -1.06 0.55
C -0.23 0.16 1.54
C -1.07 1.38 1.14
O -0.53 -0.28 2.84
H 1.99 0.87 -2.69
H 2.50 -0.26 -1.40
H 1.75 -0.94 -2.77
H -0.33 -0.25 -2.39
H 0.11 0.90 -0.99
H 0.78 -1.92 -0.64
H -0.44 -1.93 1.18
H -1.63 -0.85 0.40
H 0.81 0.43 1.43
H -1.49 1.97 1.97
H -1.89 1.12 0.48
H -0.42 2.18 0.77
H -1.46 -0.28 3.01
```

Output
Energy relative to the best compared isomer or geometry (same formula, charge and spin), eV: 1.972
E, Ha: -328.24636
Maximum force, eV/A: 2.45
HOMO-LUMO gap, eV: 9.3
Structure (SMILES): CCNC[C@@H](C)O

These are the Mulliken partial charges, in e, on atoms 1 to 4: -1.2113 -0.1466 -0.2863 -0.9543